Record 1
Here is a cluster of 6 separate species, C25H65N3O10Si in total in a non-equilibrium geometry from the OMol25 dataset. Energies are from ωB97M-V with the def2-TZVPD basis set.

Structure (ORCA input):
```
! wB97M-V def2-TZVPD RIJCOSX def2/J DEFGRID3
* xyz 0 1
H -4.84017 -4.87360 -1.52595
N -5.65164 -5.41993 -1.82553
C -6.34017 -4.66794 -2.58786
N -7.57057 -5.21214 -3.11176
N -6.04848 -3.31050 -2.95961
C -4.69615 -3.13843 -3.49011
C -4.37973 -1.65060 -3.84259
C -4.58349 -0.66871 -2.65438
C -3.70658 -1.00018 -1.39109
Si -4.71634 -1.55629 0.13166
H -8.05346 -4.40493 -3.50871
H -8.11231 -5.41781 -2.27136
H -6.27028 -2.65014 -2.22804
H -4.46460 -3.79325 -4.34491
H -3.96018 -3.41176 -2.68911
H -5.00804 -1.34818 -4.70685
H -3.32571 -1.58576 -4.17307
H -4.35344 0.36315 -2.98781
H -5.65457 -0.66522 -2.35774
H -3.20870 -0.05225 -1.08874
H -2.92739 -1.75824 -1.60191
H -3.84201 -2.24983 1.09354
H -5.43226 -0.45592 0.79665
H -5.76420 -2.54404 -0.23534
C 0.39862 2.52254 2.72965
O 0.50496 1.40149 3.59366
C -0.74277 1.06210 4.18898
C -1.38091 -0.11923 3.48131
O -1.73655 0.21921 2.14939
C -0.79444 -0.26330 1.20377
H 1.30055 2.56863 2.12013
H -0.46521 2.44204 2.06534
H 0.32309 3.44321 3.31789
H -1.41503 1.92493 4.19668
H -0.54142 0.78439 5.22815
H -2.30242 -0.38950 4.00578
H -0.71761 -0.98911 3.49724
H -0.93274 -1.34102 1.06404
H 0.23363 -0.06413 1.51082
H -0.97752 0.23994 0.25444
C -2.13722 -5.55016 0.11273
O -1.53857 -4.86960 -0.98023
C -0.58252 -3.90006 -0.56907
C 0.84168 -4.41183 -0.71774
O 1.10444 -5.48698 0.17417
C 1.04473 -6.75369 -0.46375
H -2.65039 -6.42845 -0.27722
H -1.39409 -5.87624 0.84429
H -2.87120 -4.90051 0.60181
H -0.77513 -3.57963 0.45926
H -0.71142 -3.03043 -1.22263
H 1.52739 -3.60435 -0.45539
H 1.04568 -4.70566 -1.75198
H 1.94755 -6.91057 -1.06329
H 0.16231 -6.84858 -1.09962
H 1.00093 -7.51815 0.31154
C 3.45957 1.60869 -3.02396
O 4.31656 1.50783 -1.89795
C 3.65910 1.84476 -0.68344
C 3.25089 0.60722 0.09451
O 2.25182 -0.13572 -0.59793
C 2.76951 -1.26992 -1.27135
H 3.93880 1.10385 -3.86205
H 2.49076 1.13670 -2.84170
H 3.31066 2.66135 -3.28443
H 2.79192 2.48454 -0.87854
H 4.37196 2.41777 -0.08240
H 2.81319 0.92175 1.04742
H 4.11904 -0.01951 0.31531
H 2.97774 -2.06014 -0.54343
H 3.67768 -1.03967 -1.83181
H 2.00694 -1.62202 -1.96689
C 5.09152 -0.06592 4.21844
O 4.74912 1.08621 3.46573
C 3.69067 1.83398 4.05621
C 4.21639 3.04910 4.80007
O 4.99036 2.67233 5.93199
C 6.38611 2.75356 5.69078
H 6.05086 -0.43340 3.85523
H 5.18468 0.15793 5.28378
H 4.33666 -0.84570 4.07329
H 3.08987 1.20189 4.71427
H 3.04849 2.17267 3.24129
H 3.36449 3.62571 5.17341
H 4.79391 3.69528 4.13182
H 6.70571 3.80090 5.70689
H 6.66155 2.30177 4.73566
H 6.89674 2.21838 6.49106
C 2.20443 5.54377 -2.79834
O 1.06096 4.81085 -3.20770
C 0.23434 4.42808 -2.11557
C -0.97258 5.34030 -1.98297
O -0.58872 6.66152 -1.62625
C -0.58175 7.54714 -2.73536
H 2.64233 6.01142 -3.67941
H 1.95208 6.32633 -2.07875
H 2.94170 4.86517 -2.35590
H 0.80901 4.40520 -1.18434
H -0.11454 3.41081 -2.32054
H -1.60903 4.96348 -1.17639
H -1.56200 5.34170 -2.90451
H -1.60883 7.81947 -2.99974
H -0.08449 7.10941 -3.60323
H -0.04413 8.44835 -2.44178
*
```

Output
HOMO-LUMO gap in eV: 9.45
SMILES string: [H]/N=C(/N)NCCCC[SiH3].COCCOC.COCCOC.COCCOC.COCCOC.COCCOC

Atomic partial charges in e from the Mulliken method, atoms 1 to 8: 0.326, -0.696, 0.554, -0.656, -0.333, 0.173, -0.825, -0.979

=====

Record 2
Here is a cluster of 2 separate species, C4H8N2O in total in a non-equilibrium geometry from the OMol25 dataset. Energies are from ωB97M-V with the def2-TZVPD basis set.

Structure (ORCA input):
```
! wB97M-V def2-TZVPD RIJCOSX def2/J DEFGRID3
* xyz 0 1
C -0.42342 -0.37292 1.52261
C -0.79721 -0.06504 0.08229
C -1.93940 0.38815 -0.49811
N -1.76808 0.57942 -1.89400
C -0.51861 0.17941 -2.08574
N 0.10701 -0.22543 -0.95011
H 0.48136 -1.00215 1.56791
H -1.25753 -0.92186 1.99115
H -0.24027 0.54871 2.10024
H -2.90371 0.57418 -0.02525
H -0.17105 0.08656 -3.11466
H 1.08285 -0.52448 -0.88052
O 2.57541 0.07991 0.43072
H 3.27865 -0.32564 0.98681
H 2.49395 1.00118 0.76670
*
```

Output
HOMO-LUMO gap in eV: 8.66
Energy above the lowest of the compared OMol25 structures with the same formula, charge and spin in kcal per mole: 22.8
SMILES string: Cc1cnc[nH]1.O

Atomic partial charges in e from the Mulliken method, atoms 1 to 8: -1.035, 0.588, -0.534, -0.582, -0.208, -0.016, 0.264, 0.351

=====

Record 3
Here is the molecule C5H11NO from the OMol25 dataset. Energies are from ωB97M-V with the def2-TZVPD basis set.

Structure (ORCA input):
```
! wB97M-V def2-TZVPD RIJCOSX def2/J DEFGRID3
* xyz 0 1
C -0.93182 -1.42965 -0.56981
C -0.61231 0.05915 -0.47206
C -1.49283 0.75738 0.56697
N 0.80754 0.29114 -0.19317
C 1.49084 -0.52100 0.78941
C 1.39462 1.40685 -0.70416
O 0.85413 2.21743 -1.43276
H -0.83584 -1.92884 0.40204
H -1.96603 -1.55635 -0.90672
H -0.27593 -1.93757 -1.28373
H -0.78482 0.53194 -1.44310
H -1.27827 1.82924 0.58960
H -2.55072 0.62299 0.31728
H -1.32538 0.34397 1.57014
H 0.96910 -0.51219 1.75463
H 1.59082 -1.56054 0.45927
H 2.49450 -0.12005 0.94935
H 2.45238 1.50608 -0.39319
*
```

Output
HOMO-LUMO gap in eV: 10.18
Energy above the lowest of the compared OMol25 structures with the same formula, charge and spin in kcal per mole: 10.0
SMILES string: CC(C)N(C)C=O

Atomic partial charges in e from the Mulliken method, atoms 1 to 8: -1.510, 0.302, -1.236, 0.156, -0.841, 0.105, -0.572, 0.342

=====

Record 4
Here is a structure of composition C41H35BiN13 from the OMol25 dataset. Energies are from ωB97M-V with the def2-TZVPD basis set.

Structure (ORCA input):
```
! wB97M-V def2-TZVPD RIJCOSX def2/J DEFGRID3
* xyz 1 1
Bi 0.61038 0.24951 0.28705
C -2.61189 5.79777 2.25664
C -2.22600 6.29445 1.01426
C -1.62731 5.48063 0.06522
C -1.46078 4.14225 0.37995
C -0.93382 3.00842 -0.36137
N -0.96481 1.91248 0.43696
C -1.54090 2.22082 1.62330
N -1.86834 1.38309 2.57735
C -1.69411 0.08483 2.53101
C -2.35516 -0.83091 3.43509
C -3.28046 -0.62704 4.44510
C -3.76023 -1.74588 5.10656
C -3.32271 -3.02731 4.77173
C -2.40046 -3.24132 3.75901
C -1.92506 -2.12776 3.08350
C -1.03500 -1.96618 1.94943
N -0.49861 -2.96934 1.29225
C 0.05234 -2.88479 0.10196
N 0.24611 -1.75838 -0.63923
C 0.67533 -2.08736 -1.89088
N 0.83210 -1.29083 -2.92197
C 0.50520 -0.01883 -2.94627
N 0.14837 0.76324 -1.89308
C -0.18555 2.00868 -2.32914
N -0.58277 3.04438 -1.62491
C -0.02975 2.04742 -3.76804
C -0.25854 3.04672 -4.69900
C 0.01042 2.75778 -6.02482
C 0.48336 1.50590 -6.41113
C 0.68706 0.49085 -5.49121
C 0.42734 0.77165 -4.15889
C 0.84316 -3.52395 -1.95276
C 1.24253 -4.37611 -2.97232
C 1.27364 -5.73356 -2.70304
C 0.89745 -6.23375 -1.45759
C 0.47414 -5.39325 -0.44165
C 0.45354 -4.02889 -0.69297
N -0.91508 -0.63778 1.68057
C -1.85267 3.63887 1.63854
C -2.41779 4.46742 2.59177
H -3.06375 6.46292 2.97550
H -2.39123 7.33573 0.78716
H -1.29808 5.86585 -0.88742
H -3.61429 0.37039 4.68088
H -4.48137 -1.62765 5.90175
H -3.71448 -3.87517 5.31305
H -2.05710 -4.23283 3.50388
H -0.63223 4.00539 -4.37980
H -0.13706 3.51781 -6.77393
H 0.68745 1.32348 -7.45372
H 1.04246 -0.48105 -5.79390
H 1.50324 -3.98501 -3.94303
H 1.58252 -6.42760 -3.46899
H 0.92692 -7.30033 -1.29305
H 0.16234 -5.77301 0.51790
H -2.68543 4.08026 3.56100
C 3.50699 2.34866 0.76071
C 3.53028 1.53638 -0.55615
N 3.28682 0.12104 -0.34997
C 4.19563 -0.57263 0.54406
C 3.45430 -1.55918 1.46540
N 2.22748 -1.03361 2.04849
C 2.31029 -0.13519 3.19328
C 3.00071 1.21100 2.91788
N 2.51946 1.87567 1.71763
H 3.30484 3.38492 0.48132
H 4.51078 2.33741 1.20072
H 4.49315 1.72680 -1.05397
H 2.73696 1.90762 -1.20894
H 3.19134 -0.36235 -1.23375
H 4.72062 0.16565 1.14333
H 4.95684 -1.14150 -0.00687
H 4.16004 -1.89865 2.23867
H 3.16365 -2.42468 0.86397
H 1.64955 -1.82013 2.32112
H 2.83807 -0.59541 4.04434
H 1.27647 0.05975 3.49564
H 4.07691 1.04769 2.83743
H 2.83578 1.83104 3.80886
H 1.83314 2.58064 1.94293
N -2.93444 -0.08015 -2.07870
C -3.34867 -1.19292 -2.71686
C -3.63390 -2.11721 -1.74228
C -3.35990 -1.45374 -0.53841
N -2.93282 -0.22573 -0.75588
H -2.63868 0.79218 -2.48889
H -3.40961 -1.24352 -3.78416
H -4.01242 -3.10966 -1.86395
H -3.45427 -1.83332 0.45880
*
```

Output
HOMO-LUMO gap (alpha / beta) in eV: 4.95 / 4.90

Atomic partial charges in e from the Mulliken method, atoms 1 to 8: 1.549, -0.677, -0.670, -0.246, 0.136, -0.572, 0.779, -0.669

=====

Record 5
Here is the molecule ClF3Si in a non-equilibrium geometry from the OMol25 dataset. Energies are from ωB97M-V with the def2-TZVPD basis set.

Structure (ORCA input):
```
! wB97M-V def2-TZVPD RIJCOSX def2/J DEFGRID3
* xyz 0 1
F -0.68347 -1.52537 0.02703
Si 0.01189 0.06893 -0.00093
F -0.64092 0.71739 1.26944
F -0.62032 0.72378 -1.28225
Cl 1.93282 0.01527 -0.01330
*
```

Output
HOMO-LUMO gap in eV: 13.74
Energy above the lowest of the compared OMol25 structures with the same formula, charge and spin in kcal per mole: 0.7
SMILES string: F[Si](F)(F)Cl

The Mulliken scheme yields these atomic charges, measured in e: -0.347, 0.880, -0.201, -0.205, -0.128

=====

Record 6
Here is the ion C4H6N3S with charge +1 in a non-equilibrium geometry from the OMol25 dataset. Energies are from ωB97M-V with the def2-TZVPD basis set.

Structure (ORCA input):
```
! wB97M-V def2-TZVPD RIJCOSX def2/J DEFGRID3
* xyz 1 1
C 0.15011 1.93030 0.81509
C 2.59033 0.82019 0.97936
C -0.05075 0.75840 0.22300
C -0.94858 -1.27948 -0.46140
N 2.05734 -0.07121 0.26555
N -1.69268 -2.05700 -1.23658
N -0.94830 0.08943 -0.51986
S 1.76152 2.30031 1.51732
H -0.60773 2.66464 1.12288
H 3.61687 0.87233 1.20765
H -0.50516 -1.63681 0.35427
H -1.69084 -3.13274 -1.10829
H -2.40566 -1.68243 -1.75223
H -1.32646 0.42406 -1.40673
*
```

Output
HOMO-LUMO gap (alpha / beta) in eV: 7.56 / 7.50
Energy above the lowest of the compared OMol25 structures with the same formula, charge and spin in kcal per mole: 108.8

Atomic partial charges in e from the Mulliken method, atoms 1 to 8: -0.307, 0.003, -0.037, 0.158, -0.442, -0.309, -0.134, -0.008